This record from OMol25 describes a cluster of 7 separate species, H14O7 in total. The level of theory is the ωB97M-V functional and the def2-TZVPD basis.

Geometry (Å):
O: 0.57443 0.07143 -0.23677
H: 0.81745 -0.78598 -0.58608
H: 0.11701 -0.12352 0.58115
O: -1.83261 4.41908 -3.52090
H: -1.04003 4.44609 -4.05692
H: -2.01317 3.48607 -3.40634
O: -2.10872 1.00899 4.14908
H: -2.12487 1.91824 3.85033
H: -1.62799 1.03670 4.97634
O: 1.71552 -4.86744 -0.30315
H: 2.41747 -5.18459 0.26511
H: 1.89362 -5.27103 -1.15263
O: 3.50950 4.00738 1.23561
H: 3.16563 4.49441 1.98447
H: 2.76247 3.50260 0.91412
O: 3.73498 -2.87857 -4.97028
H: 4.48775 -2.28748 -4.98297
H: 4.11102 -3.74249 -4.80153
O: -6.42057 -1.03183 3.04538
H: -5.51160 -0.74872 3.14460
H: -6.62723 -1.46924 3.87133

Cartesian forces (eV/Å) of the 2 atoms listed first:
O 0.05 0.28 -0.08
H 0.09 -0.24 -0.12

Structure (SMILES): O.O.O.O.O.O.O
DFT total energy (Eh): -535.03974
Energy above the lowest of the compared OMol25 structures with the same formula, charge and spin (kJ/mol): 220.8
Max |F| (eV/A): 0.30
LUMO level (eV): 0.5

This record from OMol25 describes a cluster of 7 separate species, H14O7 in total at a distorted geometry. The level of theory is the ωB97M-V functional and the def2-TZVPD basis.

Geometry (Å):
O: -2.72418 0.77894 -1.17009
H: -2.02190 0.18333 -1.35277
H: -2.48134 1.53095 -1.64299
O: -1.81065 0.24206 1.51063
H: -2.30734 0.58773 0.82107
H: -2.57586 0.03713 2.14503
O: -3.89697 -0.99180 0.42730
H: -4.78264 -0.73861 0.71553
H: -3.76182 -0.54995 -0.45015
O: 0.06874 -0.44252 -0.71307
H: 0.01326 -0.30557 0.21437
H: 0.91853 -0.98904 -0.64292
O: 4.10146 -0.08517 0.66500
H: 3.61790 0.66481 0.28302
H: 4.79410 -0.34889 0.14234
O: 1.98648 1.98702 -0.12550
H: 1.20723 1.49452 -0.42401
H: 1.84600 2.36750 0.81670
O: 2.23836 -1.97079 -0.39879
H: 2.84780 -2.00437 -1.09893
H: 2.72287 -1.44728 0.27822

Cartesian forces (eV/Å) of the 2 atoms listed first:
O -1.34 -0.78 0.99
H 1.45 -1.25 -0.07

Structure (SMILES): O.O.O.O.O.O.O
DFT total energy (Eh): -535.06004
Energy above the lowest of the compared OMol25 structures with the same formula, charge and spin (kJ/mol): 167.5
Max |F| (eV/A): 4.11
LUMO level (eV): 0.5

This record from OMol25 describes a cluster of 7 separate species, H14O7 in total at a distorted geometry. The level of theory is the ωB97M-V functional and the def2-TZVPD basis.

Geometry (Å):
O: 0.55314 0.34990 -0.13397
H: 0.38998 -0.61733 0.06410
H: -0.16561 0.84116 0.25804
O: -2.46086 -1.86345 -2.49741
H: -2.09751 -2.66516 -2.92860
H: -2.69131 -2.28481 -1.57362
O: 3.10614 1.86522 0.44248
H: 3.85045 1.29024 0.40649
H: 3.64342 2.70963 0.67425
O: 1.10588 3.27499 -0.59067
H: 1.91642 2.69471 -0.45466
H: 1.30727 3.63333 -1.44348
O: 0.49549 -4.30092 0.38609
H: 0.25848 -3.38519 0.65949
H: 0.55226 -4.77232 1.15230
O: -2.07706 -0.87577 -0.02384
H: -1.76774 -0.24423 -0.70351
H: -1.54272 -0.78894 0.73526
O: -1.04347 1.63150 2.22972
H: -0.38262 1.85988 1.66370
H: -0.70477 1.07729 2.99118

Cartesian forces (eV/Å) of the 2 atoms listed first:
O 0.43 -1.93 0.05
H 0.18 1.83 -0.40

Structure (SMILES): O.O.O.O.O.O.O
DFT total energy (Eh): -535.01503
Energy above the lowest of the compared OMol25 structures with the same formula, charge and spin (kJ/mol): 285.7
Max |F| (eV/A): 5.24
LUMO level (eV): 0.1

This record from OMol25 describes a cluster of 7 separate species, H14O7 in total at a distorted geometry. The level of theory is the ωB97M-V functional and the def2-TZVPD basis.

Geometry (Å):
O: 17.58612 -8.51518 -3.52356
H: 18.19027 -9.23406 -3.33797
H: 18.15329 -7.76503 -3.70198
O: 19.04542 -3.38686 -6.76873
H: 19.71426 -2.76254 -6.48747
H: 19.43378 -4.24578 -6.60244
O: 19.12059 -6.45552 -4.45302
H: 19.62175 -6.16933 -5.21667
H: 18.32072 -5.93045 -4.48037
O: 22.93258 -7.63725 -5.17287
H: 21.99907 -7.63010 -5.38434
H: 23.28962 -8.36126 -5.68723
O: 20.92286 -5.35869 -6.44373
H: 21.05393 -5.61631 -7.35624
H: 21.78629 -5.06806 -6.15003
O: 18.99981 -2.59999 -3.67294
H: 18.56233 -2.71236 -2.82901
H: 18.43272 -3.05017 -4.29904
O: 16.59289 -5.08499 -4.80689
H: 16.10489 -5.60698 -4.17001
H: 16.01036 -5.02403 -5.56397

Cartesian forces (eV/Å) of the 2 atoms listed first:
O -0.97 -0.05 -0.18
H 0.45 -0.89 0.22

DFT total energy (Eh): -534.66370
Energy above the lowest of the compared OMol25 structures with the same formula, charge and spin (kJ/mol): 103.1
Net charge: +1
Max |F| (eV/A): 1.67
Multiplicity: 2
LUMO level (alpha / beta) (eV): -3.4 / -11.3

This record from OMol25 describes a structure of composition H15LiO8 at a distorted geometry. The level of theory is the ωB97M-V functional and the def2-TZVPD basis.

Geometry (Å):
Li: 1.87258 1.43341 1.48987
O: 0.68453 0.57561 -0.02547
H: 0.34292 -0.07875 0.73803
O: -0.99047 -0.13063 -2.11378
H: -0.43056 0.25556 -1.46944
H: -1.54404 0.42126 -2.75245
O: 0.99939 3.30281 -0.83948
H: 1.81580 3.54524 -1.16339
H: 1.14080 2.37492 -0.62875
O: 2.20630 0.46350 -2.17345
H: 1.52593 0.59353 -2.79232
H: 1.71725 0.38415 -1.30770
O: -1.98270 -2.34070 -0.82603
H: -1.43051 -1.72004 -1.36481
H: -1.61950 -2.13018 0.11820
O: -1.21353 -1.91236 1.77631
H: -1.59730 -1.20698 2.24545
H: -1.44427 -2.73799 2.22429
O: -1.70494 1.91251 0.15269
H: -1.65033 2.13765 1.03033
H: -0.82465 1.57240 -0.01636
O: 1.47737 -1.96489 2.74835
H: 1.04472 -1.88642 1.90422
H: 1.60521 -2.86360 3.04570

Cartesian forces (eV/Å) of the 2 atoms listed first:
Li -0.63 -0.44 -1.09
O -0.10 -1.39 4.38

DFT total energy (Eh): -618.41713
Energy above the lowest of the compared OMol25 structures with the same formula, charge and spin (kJ/mol): 190.6
Max |F| (eV/A): 4.60
LUMO level (eV): -1.6

This record from OMol25 describes a cluster of 7 separate species, H15NO6 in total at a distorted geometry. The level of theory is the ωB97M-V functional and the def2-TZVPD basis.

Geometry (Å):
N: 2.37048 0.36978 0.00258
H: 1.59874 -0.14006 0.42810
H: 2.78928 0.83967 0.79856
H: 3.04360 -0.31224 -0.32574
O: -1.34650 -1.52500 -2.11378
H: -2.24722 -1.69833 -2.40491
H: -1.24839 -0.55881 -2.12526
O: -0.23517 -1.61110 2.27214
H: 0.35312 -1.97523 1.57191
H: -1.03911 -2.11638 2.09767
O: -0.10392 2.69121 0.09270
H: -0.23648 1.93381 0.67561
H: 0.32996 3.35547 0.61883
O: -0.81175 1.31627 -2.33512
H: -0.05230 1.36792 -2.90816
H: -0.56889 1.85825 -1.57814
O: -0.54550 1.08861 2.36540
H: -0.28850 0.14235 2.30029
H: -1.47692 1.03120 2.58507
O: 0.65007 -2.26986 -0.31602
H: 1.41008 -1.72269 -0.56356
H: 0.05005 -2.21751 -1.05541

Cartesian forces (eV/Å) of the 2 atoms listed first:
N -0.25 -0.07 0.37
H -0.02 0.10 -0.21

Structure (SMILES): N.O.O.O.O.O.O
DFT total energy (Eh): -515.20780
Energy above the lowest of the compared OMol25 structures with the same formula, charge and spin (kJ/mol): 30.7
Max |F| (eV/A): 1.43
LUMO level (eV): 0.6

This record from OMol25 describes a cluster of 7 separate species, H15NO6 in total. The level of theory is the ωB97M-V functional and the def2-TZVPD basis.

Geometry (Å):
N: -0.19703 2.45396 4.50061
H: 0.79836 2.51381 4.33158
H: -0.57353 3.39079 4.55414
H: -0.54985 1.95999 3.68970
O: -1.15822 0.48151 -1.95350
H: -1.31417 -0.39356 -1.58287
H: -1.54820 0.51810 -2.83084
O: -4.58862 0.22742 -0.95967
H: -4.37100 -0.69335 -0.77706
H: -5.32340 0.16014 -1.57934
O: 0.67038 -6.60526 1.10411
H: 0.48592 -7.26319 0.42497
H: 1.48405 -6.89282 1.53030
O: 5.28637 2.71349 -2.26189
H: 5.81298 1.92323 -2.47354
H: 4.46590 2.52851 -2.73400
O: -0.34219 -1.72578 -0.35613
H: -0.14842 -2.38929 0.32869
H: 0.53397 -1.45249 -0.65307
O: 0.44628 2.58794 -0.64096
H: -0.45616 2.42105 -0.93802
H: 0.58656 3.53581 -0.72322

Cartesian forces (eV/Å) of the 2 atoms listed first:
N 0.29 -0.42 0.04
H 0.10 0.22 0.18

Structure (SMILES): N.O.O.O.O.O.O
DFT total energy (Eh): -515.16287
Energy above the lowest of the compared OMol25 structures with the same formula, charge and spin (kJ/mol): 148.6
Max |F| (eV/A): 0.81
LUMO level (eV): 0.6

This record from OMol25 describes a structure of composition H15O7 at a distorted geometry. The level of theory is the ωB97M-V functional and the def2-TZVPD basis.

Geometry (Å):
O: -0.29294 0.19055 -2.16320
H: -0.37063 0.34867 -3.11587
H: 0.64226 0.10578 -1.90044
O: -1.19583 -1.57910 2.11827
H: -0.45016 -1.94982 1.58766
H: -1.36158 -2.16610 2.85869
O: 1.85577 -0.19960 -0.84900
H: 2.78015 -0.39317 -1.12524
H: 1.10693 1.07525 2.44169
O: 1.29293 2.25179 -0.02075
H: 0.44909 0.90533 2.15139
H: 1.56092 1.32748 -0.20207
O: -1.54589 -0.42167 0.29685
H: -0.97229 -1.08956 -0.10136
H: -1.66350 -0.71031 1.23168
O: 0.55621 -1.93539 0.00755
H: 0.77428 -2.79861 -0.36155
H: 1.26769 -1.20497 -0.30403
O: -1.24322 2.08368 -0.71161
H: -1.59622 1.19686 -0.54158
H: -1.96144 2.65998 -0.96324
H: 0.36748 2.30293 -0.33384

Cartesian forces (eV/Å) of the 2 atoms listed first:
O -0.85 -0.31 -0.16
H 0.16 0.14 0.07

DFT total energy (Eh): -535.05834
Energy above the lowest of the compared OMol25 structures with the same formula, charge and spin (kJ/mol): 1125.1
Net charge: +1
Max |F| (eV/A): 3.56
LUMO level (eV): -11.0

This record from OMol25 describes a cluster of 7 separate species, H15O7 in total at a distorted geometry. The level of theory is the ωB97M-V functional and the def2-TZVPD basis.

Geometry (Å):
O: -2.29825 -0.60146 0.45139
H: -3.21592 -0.57050 0.34138
H: -2.02889 0.28850 0.76048
O: 0.09181 2.05531 2.57646
H: 0.31167 2.67550 3.28222
H: 0.32644 2.43568 1.80007
O: 0.28744 -0.29633 1.27508
H: -0.20622 0.45655 1.20684
H: 0.79827 -0.20384 2.19198
O: -2.35522 1.89093 0.38080
H: -1.62991 1.86013 1.00294
H: -1.90661 2.46459 -0.12095
O: 2.28628 -1.25465 -2.71454
H: 3.16485 -0.79008 -2.54244
H: 1.31819 -1.45615 -1.19205
O: 1.36754 -1.90872 -0.20001
H: 0.50470 -2.39540 0.06222
H: 1.14597 -1.00185 0.34927
O: 0.06019 -0.38815 -1.65002
H: 2.47639 -2.19682 -2.95404
H: 0.25489 -0.22255 -2.59033
H: -0.75363 -0.84068 -1.71676

Cartesian forces (eV/Å) of the 2 atoms listed first:
O 2.74 -0.63 0.55
H -2.14 0.26 -0.21

DFT total energy (Eh): -535.35007
Energy above the lowest of the compared OMol25 structures with the same formula, charge and spin (kJ/mol): 359.2
Net charge: +1
Max |F| (eV/A): 6.34
LUMO level (eV): -3.2

This record from OMol25 describes a structure of composition H16HeO8 at a distorted geometry. The level of theory is the ωB97M-V functional and the def2-TZVPD basis.

Geometry (Å):
He: 0.66716 0.66360 0.34003
O: 1.95059 2.04601 -3.24414
H: 1.40154 2.69406 -2.80277
H: 1.87149 2.25796 -4.17422
O: -0.10336 -1.17195 4.32539
H: 0.74550 -1.24462 3.88906
H: -0.59010 -0.53751 3.79927
O: 0.38833 -0.26950 -2.55136
H: 1.04284 -0.95627 -2.67861
H: 0.80716 0.52533 -2.88159
O: -2.68813 1.04223 0.68401
H: -2.33062 1.89363 0.43195
H: -2.95211 1.15365 1.59732
O: 2.45104 -0.77817 2.99608
H: 3.07329 -1.37755 3.40812
H: 2.84737 0.08706 3.09869
O: 1.16445 -2.27175 0.91873
H: 0.40113 -1.76253 0.64623
H: 1.64954 -1.68514 1.49908
O: -3.20915 0.72988 -2.19381
H: -2.40299 0.21400 -2.17925
H: -3.57365 0.58095 -3.06627
O: -0.95056 -0.96821 -0.48423
H: -0.37017 -0.73435 -1.20858
H: -1.29050 -0.13074 -0.16909

Cartesian forces (eV/Å) of the 2 atoms listed first:
He 0.21 0.22 0.10
O -0.04 -0.30 0.09

DFT total energy (Eh): -614.39938
Energy above the lowest of the compared OMol25 structures with the same formula, charge and spin (kJ/mol): 61.9
Max |F| (eV/A): 1.05
LUMO level (eV): 0.1